# 1
Here is C47H41BN2O2RhS2Sb as an isolated structure from the Open Molecules 2025 dataset. Energies are from the ωB97M-V functional and the def2-TZVPD basis.

The HOMO energy comes out at -7.918 eV. As for the energy relative to the best compared isomer or geometry (same formula, charge and spin): 40.0 kcal per mole. The HOMO-LUMO gap comes out at 6.9 eV. The total energy comes out at -3247.66032 hartree. Its LUMO energy is -1.0 eV.

```
97
Properties=species:S:1:pos:R:3:forces:R:3
Rh -0.579333 -1.658704 -1.036323 -0.775 -0.777 -1.923
S -1.311317 -2.758190 -3.170007 0.207 -0.049 -0.436
C -0.554746 -3.963599 -2.213060 0.160 0.160 0.179
N 0.253440 -3.563119 -1.235439 -0.756 -0.281 -0.204
C 0.715498 -4.613861 -0.469560 0.050 -0.432 0.180
C 1.576759 -4.524122 0.619698 -0.088 -0.012 -0.068
C 1.954213 -5.690244 1.255846 0.036 0.034 0.060
C 1.495874 -6.932320 0.821202 -0.066 -0.103 -0.046
C 0.645276 -7.035074 -0.266356 0.024 -0.027 0.036
C 0.256828 -5.867391 -0.905139 0.054 0.180 -0.003
S -0.793665 -5.675368 -2.292506 0.139 0.114 0.145
H 1.921792 -3.557617 0.953605 -0.008 0.055 0.049
H 2.613128 -5.638893 2.112166 0.018 0.008 0.001
H 1.802445 -7.828734 1.342286 0.011 -0.019 0.001
H 0.287506 -7.998415 -0.602349 0.002 -0.026 -0.012
N -7.371299 -3.187055 6.085790 -0.001 0.000 -0.004
C -6.547456 -3.026559 5.299820 -0.504 -0.098 0.490
C -5.530951 -2.826403 4.331993 0.539 0.055 -0.484
C -5.124739 -1.529984 4.005458 -0.131 -0.170 0.127
C -4.140059 -1.338197 3.063020 0.148 -0.128 -0.134
C -3.543753 -2.430754 2.417403 -0.580 -0.228 0.517
C -3.947398 -3.728473 2.767242 0.113 0.186 -0.101
C -4.929144 -3.926928 3.713241 -0.114 0.177 0.125
C -2.563807 -2.218691 1.425703 0.751 0.160 -0.971
C -1.765132 -1.987276 0.537680 1.250 0.686 0.376
H -5.589355 -0.685340 4.496059 -0.005 -0.005 0.018
H -3.813662 -0.339633 2.810936 -0.015 0.008 -0.014
H -3.476357 -4.572384 2.282371 -0.003 0.005 -0.023
H -5.238040 -4.927399 3.982836 -0.025 -0.002 0.003
C 6.292121 2.671089 -0.847146 0.019 0.007 0.027
C 6.141973 2.099410 0.562150 0.090 0.049 -0.012
C 6.016361 3.273776 1.542480 0.000 -0.006 -0.032
C 7.404796 1.291417 0.891168 -0.005 0.041 -0.021
C 4.917801 1.199719 0.689291 -0.030 -0.002 -0.028
C 4.628552 0.622198 1.927065 0.134 0.068 0.065
C 3.536764 -0.204259 2.143684 -0.237 -0.150 -0.087
C 2.710880 -0.439860 1.065954 0.566 0.399 -0.251
O 1.577892 -1.191123 0.988926 -0.271 -0.187 -0.305
B 1.115861 -1.044011 -0.331336 -0.077 0.891 1.494
O 2.006220 -0.232181 -1.062100 -0.341 -0.468 -0.168
C 2.982928 0.133014 -0.169701 0.151 -0.142 0.370
C 4.074740 0.942225 -0.392295 -0.098 -0.123 0.036
H 7.156433 3.334723 -0.879759 0.034 0.015 -0.002
H 5.417695 3.252267 -1.141864 -0.038 0.038 -0.008
H 6.449932 1.885990 -1.586750 -0.008 -0.045 -0.035
H 6.878271 3.936246 1.450251 0.039 0.022 0.002
H 5.963586 2.932903 2.575486 -0.003 -0.012 0.038
H 5.116315 3.854473 1.334104 -0.032 0.020 -0.013
H 8.292481 1.917084 0.785100 0.033 0.030 0.005
H 7.504544 0.440191 0.217034 -0.003 -0.025 -0.024
H 7.381791 0.911030 1.911420 -0.001 -0.018 0.039
H 5.287028 0.819260 2.762192 0.015 0.013 0.034
H 3.337882 -0.640513 3.111821 -0.019 -0.018 0.044
H 4.245818 1.356036 -1.373884 0.000 0.035 -0.043
C 0.213541 1.046279 -4.319980 0.059 -0.072 -0.023
C -0.507866 2.307217 -3.939797 -0.021 -0.007 0.086
C -0.488029 3.422376 -4.770385 0.010 -0.010 -0.026
C -1.139414 4.591911 -4.410658 0.024 0.051 -0.079
C -1.825458 4.669253 -3.210790 -0.045 0.051 0.039
C -1.861350 3.567198 -2.371806 -0.096 -0.055 0.100
C -1.210108 2.398621 -2.736825 0.245 -0.337 -0.344
Sb -1.300698 0.797376 -1.348853 -0.677 -0.130 1.624
C -3.431297 0.747282 -1.068342 0.075 0.166 -0.445
C -4.069506 0.870909 0.153607 0.068 0.081 0.176
C -5.442809 0.731527 0.273055 -0.047 -0.011 0.072
C -6.201879 0.449441 -0.846029 -0.055 -0.005 0.025
C -5.577452 0.319346 -2.073255 0.043 -0.018 -0.026
C -4.200448 0.465270 -2.210231 -0.048 0.029 0.063
C -3.603434 0.315163 -3.578900 0.095 -0.012 -0.150
C -0.194261 1.858129 0.170801 -0.031 0.230 -0.135
C 0.849889 2.588492 -0.401785 -0.113 0.136 -0.102
C 1.800928 3.238691 0.364247 0.056 0.048 -0.049
C 1.733350 3.152724 1.740546 0.052 0.028 0.069
C 0.714419 2.421386 2.320429 0.041 0.029 0.043
C -0.257685 1.768401 1.566329 0.106 -0.027 0.008
C -1.304878 1.009524 2.315785 -0.094 -0.214 -0.038
H 0.677815 1.137957 -5.300345 0.006 -0.006 -0.012
H -0.464335 0.189140 -4.348883 0.001 -0.004 -0.012
H 1.000087 0.806867 -3.597800 -0.003 -0.003 0.004
H 0.045468 3.370965 -5.711229 0.019 0.001 -0.018
H -1.109411 5.447703 -5.072248 0.002 0.009 -0.009
H -2.330610 5.581924 -2.925979 -0.018 0.016 0.006
H -2.401364 3.622312 -1.432741 0.007 0.000 -0.003
H -3.497038 1.067281 1.041501 0.082 0.049 0.062
H -5.910933 0.830622 1.243183 -0.010 -0.004 0.033
H -7.272773 0.320924 -0.765589 -0.028 0.013 0.001
H -6.166083 0.089715 -2.951917 -0.023 -0.003 -0.042
H -4.356858 -0.019291 -4.289675 0.003 -0.030 -0.009
H -2.799862 -0.426365 -3.590979 0.028 -0.017 0.007
H -3.193790 1.257480 -3.946730 -0.021 0.006 -0.003
H 0.930481 2.667411 -1.479491 0.005 0.000 -0.018
H 2.593522 3.796312 -0.116957 0.021 0.002 -0.023
H 2.473402 3.639429 2.361779 0.024 0.014 0.014
H 0.667337 2.338883 3.398920 -0.010 0.005 0.042
H -0.980609 0.825030 3.338764 0.009 -0.028 0.020
H -1.513004 0.042472 1.852767 -0.050 0.081 0.005
H -2.228208 1.586338 2.369574 -0.035 0.044 0.059
```
Positions in Å, forces in eV/Å.

***

# 2
Here is C4H9O4Tb as an isolated structure from the Open Molecules 2025 dataset. Energies are from the ωB97M-V functional and the def2-TZVPD basis.

The HOMO energy (spin up / spin down) comes out at -12.957 / -13.050 eV. Its spin multiplicity is 8. As for the energy relative to the best compared isomer or geometry (same formula, charge and spin): 0.0 kcal per mole. The HOMO-LUMO gap (spin up / spin down) comes out at 5.5 / 8.5 eV. The total energy comes out at -1282.81047 hartree. As for the charge: +1. Its LUMO energy (spin up / spin down) is -7.4 / -4.6 eV.

```
18
Properties=species:S:1:pos:R:3:forces:R:3
C -2.374282 -1.595431 -1.018603 -0.169 -0.088 -0.327
O -1.084567 -1.111654 -1.248812 1.271 1.662 0.966
H -2.667575 -2.159922 -1.916878 0.084 0.157 0.369
H -2.373508 -2.282613 -0.157760 0.019 0.171 0.000
H -3.077441 -0.768611 -0.834779 0.166 -0.106 0.177
O 3.547819 0.816628 0.711463 -0.623 1.575 -0.376
O 0.073850 2.397245 -0.367969 1.952 0.357 0.728
C -0.890373 1.484407 -0.267277 -0.947 -1.926 0.015
C -0.218156 -0.048181 -0.186543 -3.136 0.206 -2.018
O 1.423471 0.257360 1.337233 0.426 2.232 -0.287
C 2.761489 -0.208848 1.214846 -0.298 -1.598 0.549
Tb 2.049130 2.259056 0.568120 -0.279 -1.922 0.230
H -1.550733 1.430046 -1.149826 0.076 0.212 0.254
H -1.489302 1.528885 0.663073 0.133 0.303 -0.405
H 0.651665 0.059616 -0.851322 -0.199 -1.279 0.987
H -0.667046 -0.431627 0.748042 1.518 -0.567 -0.566
H 3.114906 -0.533370 2.218489 -0.096 0.196 -0.527
H 2.770657 -1.092993 0.538496 0.102 0.415 0.232
```
Positions in Å, forces in eV/Å.

***

# 3
Here is a 15-piece molecular cluster, H30O15 overall from the Open Molecules 2025 dataset. Energies are from the ωB97M-V functional and the def2-TZVPD basis.

The HOMO energy comes out at -10.257 eV. As for the energy relative to the best compared isomer or geometry (same formula, charge and spin): 103.1 kcal per mole. The HOMO-LUMO gap comes out at 9.3 eV. The total energy comes out at -1146.47573 hartree. Its LUMO energy is -0.9 eV.

```
45
Properties=species:S:1:pos:R:3:forces:R:3
H -0.633324 0.694617 -0.171943 -0.382 0.187 0.113
H 0.632973 -0.145677 -0.192934 0.079 0.201 0.343
H -3.823316 -3.054262 -0.637067 -0.012 0.050 -0.039
H -2.598860 -2.233758 -0.266226 -0.064 0.072 0.068
H -1.088724 -0.956804 -1.730576 -0.341 0.064 0.036
H 0.015962 -1.981679 -1.532229 -0.173 -0.200 0.085
H 1.132502 -5.298608 0.353830 -0.031 -0.022 -0.125
H 1.278794 -3.806752 0.102824 0.310 -0.014 -0.079
H 2.286747 0.709051 1.960541 -0.080 0.118 -0.165
H 2.804047 0.086933 0.673913 -0.151 0.193 0.362
H -2.093957 1.071735 2.364527 -0.097 -0.025 0.003
H -3.153563 -0.013559 2.267496 0.064 0.034 -0.184
H -0.918940 2.819619 -3.624346 -0.106 0.013 0.022
H -0.356781 2.344454 -2.294595 -0.157 0.109 0.066
H 4.802620 1.733240 1.937477 0.048 0.064 0.024
H 4.201550 1.926577 0.554950 0.067 0.237 0.032
H 0.664837 3.470197 2.293084 -0.067 0.403 -0.430
H -0.113677 2.222621 1.909008 -0.262 0.220 -0.715
H -3.274799 0.979651 -2.214566 -0.018 0.183 0.047
H -3.293618 -0.529096 -2.031889 -0.388 -0.229 0.143
H 1.544793 3.755334 -1.275479 -0.066 0.119 0.124
H 2.251875 5.006083 -0.779797 -0.047 0.020 0.002
H 1.952241 -1.527416 -1.194705 0.226 -0.065 -0.215
H 3.279386 -1.342584 -0.477374 0.069 -0.345 -0.007
H -0.020239 0.829436 4.090205 -0.244 -0.129 0.029
H 0.587901 2.059793 3.437190 -0.139 -0.121 0.340
H -1.240746 -2.526635 -4.544633 -0.110 -0.114 0.122
H -1.259182 -3.006118 -3.102483 -0.314 0.074 -0.308
H -0.151410 -1.083292 2.492381 -0.003 0.137 -0.320
H -0.579761 -2.265149 1.638115 -0.073 0.063 0.118
O -0.047161 0.189056 0.402349 0.065 0.484 -1.158
O -3.542116 -2.152201 -0.446799 0.083 -0.347 0.023
O -0.725766 -1.765726 -2.108592 1.037 0.653 1.003
O 1.162080 -4.646623 -0.355416 -0.196 0.067 0.218
O 2.347769 -0.132220 1.494140 0.510 -0.252 0.114
O -3.032314 0.939364 2.188589 0.033 0.002 0.161
O -1.184906 2.573945 -2.731096 0.192 -0.168 -0.102
O 4.259174 2.340908 1.423282 -0.055 -0.221 -0.007
O 0.080154 3.118878 1.612120 0.271 0.386 -0.397
O -3.540664 0.292678 -1.592975 0.523 0.219 -0.306
O 1.527509 4.407330 -0.565837 0.285 0.020 -0.214
O 2.659016 -2.021965 -0.764728 -0.169 0.197 -0.068
O -0.119014 1.413466 3.329848 0.444 -0.882 1.316
O -1.764938 -3.043074 -3.922138 -0.297 -0.584 -0.835
O -0.914152 -1.451767 2.032555 -0.264 -0.870 0.759
```
Positions in Å, forces in eV/Å.

***

Number 3 is which compound?
H30O15

***

The highest energy relative to the best compared isomer or geometry (same formula, charge and spin) belongs to which entry?
H30O15

***

Look up the total energy of the third one.
-1146.47573 hartree